Computed, not measured: C13H31ClO25S7Si2 as an isolated structure, with ωB97M-V with the def2-TZVPD basis set.

Values from the calculation:
HOMO ... -9.80 eV
Orbital gap ... 9.79 eV

Each line ends with the Mulliken charge.
Element x y z (Å)
C 0.926 -3.701 -1.656  -0.826
Si 0.132 -2.101 -1.240  0.587
S 1.409 -0.439 -1.607  -0.161
Cl -0.240 -1.984 0.780  -0.336
O -1.241 -1.870 -2.091  0.035
Si -2.696 -2.652 -1.889  0.400
H 1.504 -3.580 -2.572  0.271
H 1.591 -4.010 -0.857  0.136
H 0.178 -4.476 -1.826  0.370
H 2.021 -0.910 -2.695  0.026
H -2.805 -3.248 -0.543  -0.163
H -3.766 -1.666 -2.077  -0.146
H -2.825 -3.705 -2.917  -0.145
C 2.222 3.106 -5.115  -0.373
C 1.730 2.009 -6.036  -0.340
O 2.923 1.278 -6.370  -0.364
S 3.928 1.282 -5.137  0.961
O 3.788 0.091 -4.378  -0.464
O 5.201 1.680 -5.605  -0.570
O 3.228 2.446 -4.318  -0.086
H 2.695 3.931 -5.645  0.287
H 1.448 3.487 -4.456  0.353
H 1.284 2.387 -6.950  0.321
H 1.036 1.335 -5.531  0.268
C 4.953 5.590 -1.189  -0.291
C 4.246 6.925 -1.121  -0.308
O 3.833 7.157 -2.486  -0.345
S 3.452 5.774 -3.168  1.177
O 2.052 5.557 -3.085  -0.573
O 4.113 5.687 -4.417  -0.553
O 4.155 4.828 -2.108  -0.191
H 5.964 5.683 -1.590  0.283
H 4.973 5.078 -0.233  0.251
H 4.890 7.736 -0.799  0.327
H 3.360 6.881 -0.486  0.237
C -5.168 -1.983 2.712  -0.228
C -5.794 -0.607 2.757  -0.144
O -6.179 -0.360 1.392  -0.367
S -6.636 -1.722 0.710  1.010
O -8.047 -1.849 0.782  -0.558
O -5.958 -1.848 -0.524  -0.483
O -6.006 -2.706 1.789  -0.290
H -4.147 -1.955 2.328  0.276
H -5.196 -2.476 3.677  0.302
H -5.105 0.166 3.080  0.346
H -6.686 -0.589 3.385  0.114
C 6.088 -3.036 0.831  -0.288
C 6.696 -3.522 -0.469  -0.321
O 6.260 -4.888 -0.551  -0.313
S 4.802 -5.035 0.073  1.075
O 3.830 -4.964 -0.955  -0.474
O 4.815 -6.109 0.991  -0.551
O 4.788 -3.642 0.851  -0.283
H 6.653 -3.382 1.698  0.283
H 5.972 -1.957 0.868  0.293
H 7.781 -3.501 -0.468  0.301
H 6.311 -2.973 -1.330  0.272
C -9.326 -3.637 4.405  -0.368
C -9.242 -2.169 4.045  0.341
O -8.729 -1.557 5.247  -0.317
S -7.721 -2.550 5.978  1.090
O -6.388 -2.232 5.607  -0.540
O -8.084 -2.650 7.338  -0.558
O -8.140 -3.865 5.187  -0.315
H -10.199 -3.859 5.020  0.303
H -9.305 -4.288 3.536  0.327
H -10.206 -1.728 3.813  0.323
H -8.547 -1.995 3.222  -0.280
C 2.684 2.130 1.609  -0.108
C 2.310 2.336 3.063  -0.408
O 2.668 3.708 3.315  -0.326
S 2.418 4.578 2.008  1.091
O 1.163 5.224 2.077  -0.554
O 3.600 5.319 1.742  -0.561
O 2.307 3.368 0.984  -0.205
H 3.758 1.985 1.482  0.221
H 2.140 1.318 1.134  0.189
H 2.867 1.700 3.743  0.305
H 1.239 2.215 3.229  0.323

Computed, not measured: C16H15LiNO9 as an isolated structure at a distorted geometry, with ωB97M-V with the def2-TZVPD basis set.

Values from the calculation:
HOMO (spin up / spin down) ... -0.86 / -0.86 eV
Total charge ... -2
Expectation value of S² ... 0.789
Orbital gap (spin up / spin down) ... 4.65 / 3.40 eV
Multiplicity ... 2

Each line ends with the Mulliken charge.
Element x y z (Å)
Li 0.330 -0.456 -0.345  0.833
C 3.993 -2.272 -0.102  -0.836
C 4.804 -2.732 -1.236  0.455
C 4.271 -2.560 -2.718  0.331
O 4.746 -3.202 -3.639  -0.701
C 3.133 -1.701 -2.869  -0.814
C 2.429 -1.250 -1.779  0.533
C 2.912 -1.515 -0.375  0.866
O 2.184 -1.270 0.709  -0.797
O 1.492 -0.421 -2.059  -0.885
O 5.965 -3.149 -1.078  -0.703
H 4.417 -2.520 0.860  0.396
H 2.842 -1.506 -3.891  0.370
C 1.913 3.462 3.481  -0.404
C 1.481 4.800 3.096  0.454
C 0.570 4.901 1.765  0.344
O 0.202 6.015 1.353  -0.701
C 0.150 3.701 1.061  -0.470
C 0.580 2.494 1.528  0.196
C 1.554 2.381 2.713  0.425
O 2.194 1.306 2.969  -0.544
O 0.111 1.435 0.909  -0.612
O 1.886 5.793 3.729  -0.610
H 2.720 3.296 4.179  0.430
H -0.540 3.829 0.239  0.433
C -2.294 -0.615 -2.490  -1.451
C -2.465 -0.676 -0.954  0.647
C -3.771 -1.264 -0.493  -0.893
O -3.902 -1.164 0.941  -0.261
C -5.213 -1.206 1.456  -0.780
N -1.397 -1.505 -0.461  -0.647
H -2.537 -1.613 -2.856  0.367
H -1.316 -0.292 -2.848  0.389
H -2.967 0.147 -2.885  0.383
H -2.360 0.303 -0.486  0.263
H -3.939 -2.297 -0.799  0.311
H -4.512 -0.701 -1.060  0.396
H -5.716 -2.073 1.028  0.319
H -5.816 -0.307 1.333  0.277
H -5.066 -1.381 2.522  0.239
H -1.655 -1.809 0.467  0.216
H -1.409 -2.407 -0.915  0.238

no.,DFT total energy (eV)
1,-169295.380
2,-36956.658